# 1
Computed, not measured: a structure of composition C29H42As3N3Ti, with the ωB97M-V functional and the def2-TZVPD basis.

```
! wB97M-V def2-TZVPD RIJCOSX def2/J DEFGRID3
* xyz 0 1
Ti -0.0223 -1.5819 0.2336
C -3.3638 -1.5821 -2.3537
As -2.2843 -0.5324 -1.1097
C -3.1560 1.1945 -1.3151
C -0.6845 -0.2449 -2.2057
C -0.7782 0.2903 -3.4990
C 0.3819 0.5832 -4.1863
C 1.6214 0.3281 -3.5887
C 1.6882 -0.2227 -2.3246
C 0.5332 -0.5222 -1.5763
As 2.2232 -2.9028 0.1689
C 1.8585 -4.2882 1.5504
C 3.3477 -1.7310 1.2904
H -4.3202 -1.8388 -1.8998
H -2.8360 -2.4985 -2.6138
H -3.5418 -1.0053 -3.2606
H -4.2327 1.0400 -1.3730
H -2.7998 1.6683 -2.2271
H -2.9377 1.8342 -0.4634
H -1.7391 0.4901 -3.9618
H 0.3344 1.0090 -5.1813
H 2.5312 0.5573 -4.1320
H 2.6651 -0.4358 -1.9006
H 2.8001 -4.7192 1.8916
H 1.2628 -5.0940 1.1159
H 1.3251 -3.8683 2.4042
H 4.3955 -2.0036 1.1706
H 3.0572 -1.8281 2.3350
H 3.2137 -0.6886 0.9993
C -1.1573 -1.9064 3.9740
C -0.4031 -0.7933 3.2459
C -1.2497 0.4829 3.2466
C 0.9297 -0.5217 3.9432
N -0.1697 -1.1945 1.8770
H -1.2424 -1.6995 5.0440
H -0.6361 -2.8587 3.8542
H -2.1700 -2.0067 3.5731
H -1.4894 0.7995 4.2653
H -2.1827 0.3131 2.7052
H -0.7100 1.2925 2.7514
H 0.7714 -0.0857 4.9333
H 1.5297 0.1671 3.3466
H 1.4982 -1.4457 4.0667
N -4.0223 -6.3184 2.1514
C -3.3060 -5.8384 1.3939
C -2.4158 -5.2318 0.4321
C -2.1458 -5.8504 -0.7824
C -1.2789 -5.2445 -1.6746
C -0.6990 -4.0428 -1.3064
N -0.9899 -3.4418 -0.1488
C -1.8302 -4.0041 0.7176
H -2.6094 -6.7992 -1.0185
H -1.0422 -5.6913 -2.6284
H 0.0212 -3.5385 -1.9411
H -2.0205 -3.4679 1.6369
C 1.5816 3.4537 2.0422
As 1.5181 2.0373 0.6871
C 3.1205 2.6088 -0.2804
C 0.1003 2.8484 -0.4518
C 0.3893 4.1983 -1.0199
C 0.0140 5.3640 -0.3558
C 0.3014 6.6135 -0.8883
C 0.9688 6.7186 -2.0996
C 1.3419 5.5641 -2.7761
C 1.0537 4.3182 -2.2412
H 1.7542 4.4294 1.5871
H 2.3931 3.2324 2.7357
H 0.6464 3.4759 2.6027
H 3.0767 3.6657 -0.5416
H 3.2480 2.0149 -1.1847
H 3.9715 2.4324 0.3783
H -0.7793 2.8743 0.1963
H -0.0922 2.1295 -1.2492
H -0.5153 5.2896 0.5876
H -0.0034 7.5067 -0.3572
H 1.1918 7.6923 -2.5166
H 1.8571 5.6343 -3.7261
H 1.3390 3.4170 -2.7742
*
```

Summary:
- E_LUMO (eV) = -0.915

***

# 2
Computed, not measured: a cluster of 10 separate species, C24H65BO13S9 in total, with the ωB97M-V functional and the def2-TZVPD basis.

```
! wB97M-V def2-TZVPD RIJCOSX def2/J DEFGRID3
* xyz -2 1
C -0.4302 2.2756 -2.2606
C 0.5877 3.2415 -1.5349
C 0.4479 2.9797 0.0246
B 1.8794 2.8626 0.8549
O 2.0502 1.4779 1.3673
C 1.2755 1.3267 2.5509
C 0.9791 2.8107 3.1041
C -0.5135 3.1270 3.4808
O -1.4266 3.2151 2.6503
O -0.7576 3.2666 4.7293
O 1.6218 3.6122 2.1520
H -0.6143 2.5612 -3.3142
H -1.3462 2.3178 -1.6414
H -0.0151 1.2519 -2.1518
H 1.6177 3.1275 -1.9214
H 0.2418 4.2833 -1.7241
H -0.1720 3.7942 0.4345
H -0.1188 2.0421 0.1803
H 2.8582 3.4116 0.3763
H 1.7038 0.6906 3.3516
H 0.3051 0.9644 2.1857
H 1.4748 2.8763 4.1040
C -1.1977 -2.9169 1.6968
S -0.1172 -1.5634 1.1803
O -0.9379 -0.3350 1.1998
C 0.0115 -2.0832 -0.5417
H -1.4465 -2.7704 2.7469
H -2.1121 -2.9070 1.0985
H -0.6773 -3.8648 1.5773
H -0.9832 -2.1345 -0.9889
H 0.5003 -3.0585 -0.5906
H 0.6128 -1.3460 -1.0721
C 3.2550 -2.5182 3.7535
S 2.6042 -4.1342 3.3023
O 1.4306 -3.9062 2.4162
C 1.9557 -4.5312 4.9317
H 3.6755 -2.0557 2.8617
H 2.4521 -1.8902 4.1412
H 4.0374 -2.6400 4.5042
H 1.2427 -3.7711 5.2337
H 2.7754 -4.5878 5.6501
H 1.4548 -5.4956 4.8773
C 3.4213 4.9513 -5.7267
S 3.6254 3.4833 -4.7024
O 2.4875 3.4498 -3.7547
C 5.0627 4.0867 -3.7993
H 2.5419 4.8065 -6.3520
H 3.2776 5.8287 -5.0942
H 4.2994 5.0836 -6.3610
H 4.8144 5.0192 -3.2909
H 5.8890 4.2409 -4.4968
H 5.3414 3.3345 -3.0629
C -2.9694 2.2162 -7.0805
S -3.3468 2.6594 -5.3708
O -2.1213 2.4307 -4.5717
C -4.4538 1.2704 -5.0635
H -2.2511 2.9372 -7.4683
H -2.5362 1.2158 -7.1166
H -3.8818 2.2549 -7.6786
H -3.9236 0.3320 -5.2293
H -5.3185 1.3396 -5.7260
H -4.7843 1.3233 -4.0276
C -2.7162 -3.0029 6.0486
S -1.6137 -3.9153 7.1318
O -0.4679 -4.3861 6.3008
C -2.7125 -5.3213 7.3747
H -2.2112 -2.0897 5.7334
H -2.9584 -3.6041 5.1730
H -3.6247 -2.7457 6.5882
H -2.9533 -5.7719 6.4112
H -3.6240 -4.9915 7.8736
H -2.2005 -6.0510 8.0016
C -8.3042 -3.6465 6.1309
S -6.7107 -2.8346 5.9147
O -5.7209 -3.8895 5.5645
C -6.4736 -2.4274 7.6538
H -8.6305 -4.0196 5.1617
H -8.2046 -4.4799 6.8279
H -9.0312 -2.9252 6.5058
H -6.4924 -3.3391 8.2532
H -7.2604 -1.7458 7.9774
H -5.5062 -1.9397 7.7618
C 9.5230 5.1929 -6.1886
S 8.7423 3.8801 -7.1436
O 7.2877 3.9314 -6.8572
C 9.4288 2.5195 -6.1833
H 9.1973 6.1493 -6.5942
H 9.2221 5.1192 -5.1429
H 10.6072 5.1114 -6.2766
H 9.1337 2.6187 -5.1382
H 10.5160 2.5244 -6.2718
H 9.0363 1.5870 -6.5850
C -2.2235 -8.8677 6.3165
S -3.8812 -9.3538 5.8143
O -4.3392 -10.4115 6.7577
C -3.3780 -10.1728 4.2917
H -2.2898 -8.3641 7.2786
H -1.5903 -9.7506 6.4116
H -1.8054 -8.1818 5.5785
H -2.6706 -10.9715 4.5179
H -2.9233 -9.4435 3.6208
H -4.2651 -10.5940 3.8219
C -0.3220 8.1447 -9.1165
S 0.7463 7.1890 -8.0238
O 1.9290 6.7666 -8.8210
C -0.3493 5.7667 -7.8898
H 0.1882 9.0737 -9.3655
H -0.5184 7.5806 -10.0293
H -1.2573 8.3706 -8.6032
H -0.5434 5.3559 -8.8818
H -1.2831 6.0711 -7.4161
H 0.1406 5.0150 -7.2725
*
```

Summary:
- E_LUMO (eV) = 2.755

***

# 3
Computed, not measured: the molecule C3H7ClOS, with the ωB97M-V functional and the def2-TZVPD basis.

```
! wB97M-V def2-TZVPD RIJCOSX def2/J DEFGRID3
* xyz 0 1
C 1.3127 -0.0531 -0.3421
C -0.0806 -0.7037 -0.4698
C -1.1971 -0.0868 0.2512
O -1.1443 -0.2321 1.6026
S -1.3622 1.7671 -0.1490
Cl -2.7642 -0.7257 -0.3431
H 1.1190 1.0669 -0.3452
H 2.0359 -0.3002 -1.1582
H 1.9267 -0.4353 0.6220
H 0.0371 -1.7478 -0.1825
H -0.3276 -0.7831 -1.5082
H -1.7668 0.1342 2.1876
H -0.3850 2.1628 0.6406
*
```

Summary:
- E_LUMO (eV) = 0.653

***

# 4
Computed, not measured: a structure of composition C33H89N8O11Ti2, with the ωB97M-V functional and the def2-TZVPD basis.

```
! wB97M-V def2-TZVPD RIJCOSX def2/J DEFGRID3
* xyz 1 7
Ti -26.8619 -26.1764 -6.5528
Ti -23.8109 -24.0147 -6.8489
O -27.1165 -22.1251 -8.3220
C -26.0605 -22.9189 -8.1447
O -24.9183 -22.4748 -8.4495
O -26.1211 -24.0135 -7.5205
H -26.5030 -21.4272 -8.5632
C -25.3111 -17.8143 -7.4627
C -25.9988 -18.1036 -8.7946
C -27.2212 -17.2125 -9.0743
O -28.1197 -17.3105 -7.9623
C -29.4449 -16.7910 -8.1794
N -25.0776 -17.9574 -9.8868
H -25.0616 -16.7651 -7.3043
H -24.3214 -18.2711 -7.4705
H -25.8237 -18.0824 -6.5389
H -26.4021 -19.1163 -8.7922
H -27.7189 -17.3913 -10.0274
H -26.9439 -16.1671 -9.2101
H -29.8282 -16.6926 -7.1638
H -30.0015 -17.5436 -8.7380
H -29.4613 -15.8015 -8.6362
H -24.5022 -17.1355 -9.7714
H -24.4359 -18.7237 -9.7413
C -24.4520 -22.1258 -13.2047
C -25.2805 -20.8354 -13.0222
C -26.4005 -20.9622 -11.9368
O -27.3477 -21.9307 -12.4246
C -28.5597 -21.8968 -11.6640
N -24.3783 -19.7851 -12.5972
H -24.8930 -22.9256 -13.7997
H -24.2886 -22.5302 -12.2058
H -23.5130 -21.9538 -13.7309
H -25.6919 -20.6109 -14.0063
H -26.8731 -19.9860 -11.8280
H -26.0258 -21.3910 -11.0074
H -29.1043 -20.9753 -11.8695
H -28.3990 -21.9476 -10.5871
H -29.2577 -22.7158 -11.8376
H -24.9357 -19.1607 -12.0319
H -23.6444 -20.1280 -11.9939
C -25.5914 -25.2756 -10.7334
C -25.7007 -25.6329 -12.2099
C -25.9156 -27.1369 -12.4463
O -24.6929 -27.8385 -12.1025
C -24.8147 -29.2294 -12.1103
N -26.8500 -24.9456 -12.7205
H -26.4716 -25.6383 -10.2026
H -25.7427 -24.2054 -10.5926
H -24.6623 -25.6052 -10.2683
H -24.7885 -25.3089 -12.7109
H -26.0731 -27.3180 -13.5095
H -26.7721 -27.4269 -11.8376
H -24.9250 -29.4607 -13.1697
H -25.7283 -29.5297 -11.5970
H -23.9291 -29.7721 -11.7797
H -26.9200 -24.9754 -13.7276
H -26.6778 -23.9548 -12.6268
C -27.7210 -23.5155 -4.4495
C -27.1899 -24.7837 -3.8316
C -27.3425 -24.7662 -2.3219
O -26.5836 -25.8265 -1.6760
C -26.6717 -25.7885 -0.2363
N -27.8629 -25.8930 -4.4058
H -28.6492 -23.1467 -4.0129
H -27.8256 -23.6277 -5.5286
H -26.9610 -22.7429 -4.3329
H -26.1541 -24.8877 -4.1548
H -28.4091 -24.7947 -2.0993
H -27.0666 -23.7812 -1.9455
H -26.9303 -24.8412 0.2367
H -25.7661 -26.1826 0.2251
H -27.4523 -26.4794 0.0822
H -27.6174 -26.6951 -3.8431
H -28.8243 -25.7546 -4.1288
C -30.7376 -21.1026 -5.9326
C -29.7719 -20.1529 -6.7065
C -28.3500 -19.9908 -6.0228
O -28.3940 -19.3725 -4.7280
C -28.8543 -18.0220 -4.6585
N -29.7172 -20.5495 -8.1465
H -31.6856 -20.9971 -6.4601
H -30.8927 -20.8039 -4.8959
H -30.4761 -22.1522 -6.0673
H -30.2903 -19.1942 -6.6880
H -27.5866 -19.4543 -6.5862
H -28.0451 -21.0367 -5.9887
H -29.7793 -17.8378 -5.2048
H -28.1065 -17.3432 -5.0686
H -29.0544 -17.6475 -3.6546
H -29.1004 -21.3490 -8.1276
H -29.0862 -19.8567 -8.5233
C -30.8810 -24.2740 -8.2076
C -29.9742 -25.1642 -7.2897
C -30.7191 -26.3795 -6.7890
O -31.7860 -26.0183 -5.9134
C -32.8260 -26.9783 -5.7376
N -28.7640 -25.5511 -7.9678
H -31.4040 -24.7936 -9.0104
H -30.3215 -23.4370 -8.6253
H -31.6676 -23.8580 -7.5781
H -29.6997 -24.5635 -6.4227
H -30.1050 -27.0761 -6.2183
H -31.1224 -26.9141 -7.6490
H -33.3256 -26.9662 -6.7063
H -33.4930 -26.6406 -4.9444
H -32.4108 -27.9511 -5.4744
H -28.3556 -24.6833 -8.2845
H -29.0407 -26.0103 -8.8237
C -20.7492 -19.6769 -8.7940
C -21.9905 -19.0874 -9.5232
C -21.6406 -18.2114 -10.7365
O -20.9062 -17.0635 -10.3191
C -20.4737 -16.3459 -11.4933
N -22.6975 -20.2148 -10.0749
H -20.9891 -20.4740 -8.0903
H -20.2553 -18.9585 -8.1398
H -20.0421 -20.0741 -9.5223
H -22.5792 -18.5146 -8.8066
H -22.5110 -17.9724 -11.3476
H -21.0884 -18.8641 -11.4126
H -19.6185 -16.8734 -11.9158
H -20.2116 -15.2958 -11.3638
H -21.2770 -16.2751 -12.2266
H -22.0128 -20.8317 -10.4881
H -23.0908 -20.8170 -9.3659
C -23.0415 -20.5329 -5.6775
C -23.0250 -21.5533 -4.5942
C -24.3128 -21.6793 -3.8432
O -24.5867 -20.4084 -3.2718
C -25.8344 -20.4851 -2.5415
N -22.6129 -22.8241 -5.1967
H -23.5309 -20.9704 -6.5477
H -22.0483 -20.2957 -6.0588
H -23.5664 -19.6429 -5.3306
H -22.3408 -21.2967 -3.7853
H -24.2134 -22.4647 -3.0939
H -25.1307 -21.9673 -4.5036
H -26.6849 -20.5776 -3.2168
H -25.9320 -19.6294 -1.8734
H -25.8183 -21.3237 -1.8453
H -21.6391 -22.6036 -5.3486
H -22.5569 -23.4798 -4.4305
*
```

Summary:
- ⟨S²⟩ = 12.00
- E_LUMO (alpha / beta) (eV) = -2.334 / -3.015

***

# 5
Computed, not measured: a structure of composition C16H29N6O3OsSe, with the ωB97M-V functional and the def2-TZVPD basis.

```
! wB97M-V def2-TZVPD RIJCOSX def2/J DEFGRID3
* xyz 3 1
Os 0.0344 0.3975 -0.1772
C -1.4738 -3.3121 -2.7055
N -2.3529 -2.4773 -1.8669
C -3.7927 -2.6491 -2.1114
C -1.8652 -1.5934 -1.0543
O -0.6063 -1.4303 -0.8786
C -2.7559 -0.6826 -0.2198
O -1.8950 0.0105 0.7118
C -1.8071 -0.5041 2.0610
C -0.3916 -1.0000 2.3193
O 0.5298 -0.6641 1.4932
N -0.1234 -1.7131 3.3729
C -1.1103 -2.0821 4.3977
C 1.2388 -2.2148 3.6280
H -1.7439 -4.3549 -2.5530
H -1.6342 -3.0505 -3.7505
H -0.4369 -3.1549 -2.4340
H -4.0060 -3.7137 -2.1705
H -4.3935 -2.2217 -1.3143
H -4.0575 -2.1817 -3.0591
H -3.2274 0.0816 -0.8380
H -3.5215 -1.2254 0.3309
H -2.0364 0.3289 2.7285
H -2.5529 -1.2838 2.1992
H -2.0452 -1.5433 4.2800
H -1.2939 -3.1547 4.3540
H -0.6972 -1.8364 5.3742
H 1.8617 -2.0785 2.7524
H 1.6617 -1.6845 4.4801
H 1.1695 -3.2737 3.8695
C -2.0916 5.3840 0.9123
C -2.0215 4.6214 -0.3910
N -1.2160 3.4017 -0.1967
C -0.3180 3.2334 0.7592
N 0.3834 1.9993 0.7973
C 1.5594 1.9925 1.6956
C 1.2393 2.6306 3.0268
C 0.8612 4.0693 2.7801
N -0.0686 4.1823 1.6410
C -0.6914 5.5184 1.4735
H -2.7347 4.8706 1.6293
H -2.5149 6.3723 0.7417
H -1.5577 5.2215 -1.1754
H -3.0061 4.3145 -0.7379
H -1.2493 2.7112 -0.9334
H 2.3492 2.5479 1.1724
H 1.9024 0.9682 1.8012
H 2.1067 2.5814 3.6837
H 0.4235 2.0933 3.5184
H 1.7417 4.6764 2.5571
H 0.3638 4.5083 3.6434
H -0.0509 6.1161 0.8212
H -0.7018 5.9873 2.4543
Se 1.9279 0.3517 -1.6567
C 0.3531 1.1023 -2.2709
N -0.7999 1.2770 -2.1096
*
```

Summary:
- E_LUMO (alpha / beta) (eV) = -11.572 / -11.575

***

# 6
Computed, not measured: the molecule C5H8O, with the ωB97M-V functional and the def2-TZVPD basis.

```
! wB97M-V def2-TZVPD RIJCOSX def2/J DEFGRID3
* xyz 0 1
C -1.9407 1.2483 -0.0783
C -1.1046 -0.0261 0.0495
C 0.2678 0.2593 0.6075
C 1.3590 -0.0653 -0.0342
C 2.2498 -0.8109 -0.6323
O 2.2734 -2.1593 -0.2868
H -1.9968 1.7685 0.8849
H -2.9683 1.0654 -0.4093
H -1.4728 1.9271 -0.7995
H -1.0001 -0.5417 -0.9145
H -1.5653 -0.7364 0.7516
H 0.3186 0.7279 1.5914
H 2.9964 -0.4913 -1.3583
H 2.5836 -2.1655 0.6281
*
```

Summary:
- E_LUMO (eV) = 0.941

***

# 7
Computed, not measured: a structure of composition CHCl2NO2, with the ωB97M-V functional and the def2-TZVPD basis.

```
! wB97M-V def2-TZVPD RIJCOSX def2/J DEFGRID3
* xyz 0 1
C 0.3385 0.4600 0.1852
N -0.3696 -0.8328 0.1524
O -1.1104 -1.0267 1.0771
O -0.1314 -1.6360 -0.6897
Cl -0.6737 1.6137 -1.5917
Cl 1.8950 0.5034 -0.2441
H 0.0516 0.9184 1.1108
*
```

Summary:
- E_LUMO (alpha / beta) (eV) = -2.562 / -2.562

***

# 8
Computed, not measured: a cluster of 2 separate species, CHNOS in total, with the ωB97M-V functional and the def2-TZVPD basis.

```
! wB97M-V def2-TZVPD RIJCOSX def2/J DEFGRID3
* xyz 0 1
C -1.2914 0.1608 0.0595
N -0.6903 0.1885 1.0575
H -1.8065 -0.1668 -0.8945
O 1.7454 0.0422 -0.8148
S 2.0428 -0.2246 0.5923
*
```

Summary:
- E_LUMO (alpha / beta) (eV) = -1.147 / -1.142

***

Sequential max |F| output: 1.16; 2.69; 3.67; 3.05; 0.61; 0.79; 3.56; 2.53 eV/Å